The following is a DFT calculation (the ωB97M-V functional and the def2-TZVPD basis) of a structure of composition C8H15BrClFN2O6PSSi2 in a non-equilibrium geometry.

Results
total charge	-1
energy	-5327.677054	Ha
LUMO level	0.085	hartree
E_HOMO	-5.0	eV
molecular weight	488.78	g/mol
orbital gap	7.31	eV

Atoms and positions in Å:
C 3.340 -0.514 1.914
C 3.025 -0.536 0.431
C 4.262 -0.301 -0.418
C 1.861 0.426 0.103
C 0.539 -0.343 -0.031
Si -0.869 0.687 -0.662
C -1.526 1.967 0.565
C -0.544 2.990 0.974
O -0.150 3.918 0.358
Br 0.151 2.696 2.814
O -2.135 -0.249 -1.160
Si -2.878 -1.418 -0.326
S -4.889 -1.452 -0.777
N -2.581 -1.253 1.397
C -3.501 -1.036 2.154
O -4.346 -0.776 2.895
O -2.184 -2.895 -0.776
N -1.372 -3.519 0.206
O -0.581 -4.221 -0.269
P -0.264 1.879 -2.487
O -1.730 1.949 -3.178
Cl 0.776 0.434 -3.574
H 4.180 -1.163 2.151
H 2.489 -0.851 2.496
H 3.628 0.490 2.213
H 2.670 -1.540 0.206
H 4.913 0.459 0.005
H 4.847 -1.216 -0.464
H 4.013 -0.040 -1.440
H 1.772 1.087 0.960
H 2.093 0.986 -0.795
H 0.333 -0.836 0.916
H 0.691 -1.123 -0.776
H -2.330 2.498 0.058
H -1.949 1.512 1.451
H -5.051 -0.150 -1.095
H -2.209 1.100 -3.187
F -4.493 0.351 -2.850



The following is a DFT calculation (the ωB97M-V functional and the def2-TZVPD basis) of a structure of composition C8H15ClCoNNdO2 in a non-equilibrium geometry.

Results
total charge	-2
2S+1	7
energy	-2923.309773	Ha
<S²>	12.02
LUMO level (alpha / beta)	0.192 / 0.190	hartree
E_HOMO (alpha / beta)	1.1 / 0.0	eV
energy relative to the best compared isomer or geometry (same formula, charge and spin)	0.0	kcal per mole
molecular weight	395.84	g/mol
orbital gap (alpha / beta)	4.15 / 5.13	eV

Atoms and positions in Å:
Nd -0.297 -1.026 -2.238
Cl 0.752 1.212 -1.786
C -1.410 -0.469 -4.406
C 1.660 -1.254 -3.872
H -1.048 -1.038 -5.287
H -2.485 -0.646 -4.342
H -1.259 0.594 -4.693
H 1.513 -1.699 -4.878
H 2.509 -1.783 -3.436
H 1.999 -0.211 -4.087
Co -0.412 -0.201 0.527
C -2.172 0.511 -0.116
C -0.907 -2.009 0.165
H -2.768 0.189 -0.992
H -2.873 0.308 0.731
H -2.131 1.620 -0.192
H -0.444 -2.486 1.039
H -1.944 -2.156 0.431
O -0.869 2.389 2.236
C 0.049 1.661 2.606
C 0.963 1.837 3.853
C 1.737 0.548 3.998
C 1.332 -0.343 2.804
O 1.669 -1.524 2.582
N 0.506 0.470 2.017
H 1.649 2.683 3.677
H 0.363 2.064 4.746
H 2.820 0.716 3.962
H 1.500 0.046 4.953



The following is a DFT calculation (the ωB97M-V functional and the def2-TZVPD basis) of a structure of composition C8H15MnNOP in a non-equilibrium geometry.

Results
2S+1	5
energy	-1936.046839	Ha
<S²>	6.20
LUMO level (alpha / beta)	0.012 / 0.013	hartree
E_HOMO (alpha / beta)	-5.9 / -4.5	eV
molecular weight	227.13	g/mol
orbital gap (alpha / beta)	6.23 / 4.86	eV

Atoms and positions in Å:
C -0.423 0.127 -2.080
C -1.208 1.250 -1.617
C -0.327 2.226 -1.076
C 1.018 1.796 -1.258
C 1.006 0.480 -1.865
Mn 0.172 -0.350 0.048
P -0.057 -2.605 0.286
H -0.766 -0.687 -2.707
H -2.291 1.279 -1.641
H -0.628 3.106 -0.543
H 1.845 -0.036 -2.314
H 1.925 2.310 -0.960
H 1.091 -3.309 -0.164
H -1.170 -3.220 -0.348
H -0.185 -2.945 1.676
C 1.342 -0.536 4.392
N 0.095 0.213 4.196
C -0.773 0.515 5.315
C -0.294 0.493 2.961
O 0.401 0.120 1.982
H 1.444 -0.650 5.483
H 2.199 0.019 3.999
H 1.302 -1.527 3.921
H -0.991 1.583 5.337
H -1.722 -0.029 5.222
H -0.252 0.210 6.224
H -1.242 1.060 2.851



The following is a DFT calculation (the ωB97M-V functional and the def2-TZVPD basis) of the molecule C8H15N in a non-equilibrium geometry.

Results
SMILES	C[C@@]12CCNC[C@@]1(C)C2
energy	-368.379388	Ha
LUMO level	0.034	hartree
E_HOMO	-8.4	eV
energy relative to the best compared isomer or geometry (same formula, charge and spin)	121.3	kcal per mole
molecular weight	125.21	g/mol
orbital gap	9.28	eV

Atoms and positions in Å:
C -2.147 -0.042 -0.426
C -0.868 0.428 0.280
C -0.498 -0.526 1.436
C 0.431 -1.621 0.583
N 0.493 -1.464 -0.936
C 0.689 -0.132 -1.492
C 0.506 0.612 -0.298
C 1.805 0.832 0.385
C -0.368 1.932 0.019
H -2.991 0.269 0.277
H -2.274 0.461 -1.356
H -2.283 -1.018 -0.779
H -1.392 -1.001 1.857
H 0.079 -0.141 2.274
H 0.218 -2.746 0.793
H 1.436 -1.626 1.079
H -0.389 -1.853 -1.241
H -0.042 0.078 -2.280
H 1.613 0.019 -1.925
H 1.853 0.695 1.620
H 2.203 1.974 0.180
H 2.596 -0.126 -0.037
H 0.165 2.468 0.766
H -0.835 2.527 -0.779



The following is a DFT calculation (the ωB97M-V functional and the def2-TZVPD basis) of the molecule C8H15N in a non-equilibrium geometry.

Results
SMILES	C[C@H]1[C@@H]2CC[C@H](N)[C@@]12C
energy	-368.440583	Ha
LUMO level	0.037	hartree
E_HOMO	-7.9	eV
energy relative to the best compared isomer or geometry (same formula, charge and spin)	82.9	kcal per mole
molecular weight	125.21	g/mol
orbital gap	8.94	eV

Atoms and positions in Å:
C -2.068 -1.931 -0.342
C -1.110 -1.248 0.562
C 0.369 -1.166 0.211
C 1.689 -0.613 0.678
C 1.806 0.551 -0.429
C 0.317 0.779 -0.993
N 0.149 2.194 -1.231
C -0.522 0.101 0.186
C -0.481 1.005 1.354
H -3.108 -1.731 -0.113
H -1.924 -2.931 -0.048
H -1.898 -1.823 -1.408
H -1.293 -1.366 1.624
H 0.395 -1.472 -0.837
H 1.732 -0.226 1.756
H 2.510 -1.350 0.517
H 2.184 1.546 -0.195
H 2.422 0.349 -1.252
H 0.130 0.160 -1.919
H -0.715 2.309 -1.753
H 0.021 2.685 -0.332
H -0.270 0.410 2.275
H -1.493 1.396 1.472
H 0.251 1.822 1.460



The following is a DFT calculation (the ωB97M-V functional and the def2-TZVPD basis) of a structure of composition C8H15N11O4Os.

Results
2S+1	5
energy	-1307.727639	Ha
<S²>	6.01
LUMO level (alpha / beta)	0.004 / -0.081	hartree
E_HOMO (alpha / beta)	-9.1 / -9.3	eV
molecular weight	519.51	g/mol
orbital gap (alpha / beta)	9.17 / 7.09	eV

Atoms and positions in Å:
Os -0.350 -0.833 0.665
N -0.154 -1.807 2.956
C -1.531 -2.223 3.254
C -2.293 -2.614 1.991
O -3.188 -3.410 2.012
O -1.914 -1.972 0.887
H 0.472 -2.597 2.846
H 0.216 -1.197 3.674
H -2.067 -1.370 3.674
H -1.594 -3.058 3.951
N 0.112 2.569 0.867
C 1.185 1.809 0.481
N 2.307 2.303 0.010
N 3.071 1.215 -0.254
N 2.461 0.132 0.024
N 1.227 0.462 0.516
C -0.991 2.051 1.506
N -1.849 2.750 2.206
N -2.742 1.837 2.651
N -2.450 0.661 2.251
N -1.320 0.749 1.488
H 0.265 3.561 0.963
C 0.133 -3.260 -0.931
O 0.642 -2.278 -0.051
H 0.940 -3.949 -1.183
H -0.250 -2.796 -1.844
H -0.688 -3.808 -0.461
C -0.008 2.474 -2.726
N 0.792 1.264 -2.808
C 2.100 1.383 -3.426
C 0.378 0.122 -2.276
O -0.699 -0.031 -1.677
H -0.236 2.833 -3.730
H 0.556 3.240 -2.192
H -0.931 2.256 -2.197
H 1.998 1.705 -4.463
H 2.610 0.423 -3.391
H 2.699 2.108 -2.875
H 1.091 -0.704 -2.389



The following is a DFT calculation (the ωB97M-V functional and the def2-TZVPD basis) of the ion C8H15N2 with charge +1 in a non-equilibrium geometry.

Results
total charge	+1
SMILES	CC[C@H]1C[C@@H]1CC=[N+]=NC
energy	-422.894746	Ha
LUMO level	-0.209	hartree
E_HOMO	-14.0	eV
energy relative to the best compared isomer or geometry (same formula, charge and spin)	125.2	kcal per mole
molecular weight	139.22	g/mol
orbital gap	8.30	eV

Atoms and positions in Å:
C 2.009 -2.240 0.554
C 0.523 -1.720 0.510
C 0.634 -0.297 -0.155
C 0.915 -0.153 -1.613
C -0.240 0.545 -1.026
C -0.040 2.011 -1.027
C -0.433 2.553 0.352
N -0.929 1.740 1.139
N -1.132 0.553 1.317
C -2.483 -0.003 1.192
H 2.317 -2.269 -0.486
H 2.105 -3.156 1.107
H 2.722 -1.616 0.842
H 0.224 -1.592 1.531
H -0.054 -2.531 -0.014
H 1.141 0.346 0.501
H 1.821 0.316 -1.928
H 0.666 -1.035 -2.159
H -1.203 0.300 -1.390
H -0.767 2.453 -1.780
H 0.950 2.504 -1.334
H -0.336 3.636 0.391
H -3.285 0.795 1.540
H -2.677 -0.879 1.799
H -2.450 -0.263 0.137



The following is a DFT calculation (the ωB97M-V functional and the def2-TZVPD basis) of the ion C8H15N2S with charge +1 in a non-equilibrium geometry.

Results
total charge	+1
energy	-821.262483	Ha
LUMO level	-0.121	hartree
E_HOMO	-12.7	eV
energy relative to the best compared isomer or geometry (same formula, charge and spin)	12.7	kcal per mole
molecular weight	171.29	g/mol
orbital gap	9.43	eV

Atoms and positions in Å:
C 2.856 0.822 0.642
C 2.707 -0.292 -0.151
C 0.790 0.852 -0.101
C 3.723 -1.186 -0.728
C -1.921 -0.078 1.567
C -3.378 0.996 -0.315
C -1.818 -0.983 -0.756
C -2.058 0.207 0.054
N 1.413 -0.255 -0.498
N 1.686 1.501 0.660
S -0.730 1.556 -0.434
H 3.751 1.365 0.990
H 3.377 -2.143 -0.589
H 3.889 -1.094 -1.803
H 4.703 -1.065 -0.224
H -1.067 -0.744 1.796
H -1.820 0.828 2.123
H -2.817 -0.624 1.983
H -3.067 1.579 -1.180
H -3.696 1.397 0.564
H -4.011 0.146 -0.617
H -1.937 -1.998 -0.225
H -2.301 -1.033 -1.715
H -0.723 -1.130 -0.971
H 0.941 -1.152 -0.899
H 1.508 2.529 0.827